Entry 1:
123
Properties=species:S:1:pos:R:3:forces:R:3 method="wB97M-V/def2-TZVPD" energy_ha=-4967.7007 homo_energy_ha=-0.459 orbital_gap_ev=8.70 total_charge=+1
F 5.3127 2.2101 0.6428 0.28 -0.15 0.00
H 2.6379 0.0617 -9.3167 -0.01 0.01 0.01
C -3.8489 1.6839 0.3928 0.48 -0.49 -0.36
S -2.1240 1.5456 1.1547 -0.13 0.47 0.58
H 0.5686 -2.7569 -7.7981 0.01 0.01 -0.03
H 1.0233 -3.2175 -0.5386 -0.07 0.13 -0.02
C 5.1708 -0.0080 -1.1619 -0.29 0.28 -0.11
C 1.3305 -3.1143 -7.1019 0.08 -0.04 0.06
F -1.9394 2.8241 -1.9008 0.09 -0.02 -0.02
C -0.7144 -5.1108 -0.7838 -0.39 -0.22 0.06
H -7.8709 -1.0396 3.3973 0.01 0.01 -0.01
H -4.4511 -2.3644 2.2300 0.01 -0.01 0.02
H 7.2712 1.8402 0.9697 -0.11 0.02 0.06
C 6.3332 1.3194 0.7581 -0.22 -0.11 0.11
F 5.9976 -2.1303 -1.8664 -0.26 0.14 -0.05
N -0.0748 -1.4590 -0.3520 -0.06 0.16 -0.13
F 4.4169 -0.5092 -0.1404 0.22 0.10 -0.26
H -7.1811 -2.9674 4.8209 0.00 0.02 0.00
H -6.5704 -1.4481 1.3668 0.01 0.01 0.00
H 3.4527 -0.5923 -3.2490 0.01 0.01 0.00
H -0.1637 -3.6007 -2.2679 0.00 0.09 0.11
O 3.1802 -2.1238 -1.8663 -0.03 -0.08 -0.10
C -1.3921 0.1088 0.3418 0.04 -0.22 -0.36
H -0.6090 -4.7261 0.2348 0.14 -0.05 -0.04
C 1.8577 -1.6888 -1.8641 -0.66 0.50 -0.03
C 2.4630 1.1297 2.6116 -0.21 0.15 0.37
H -8.9616 -4.6305 2.9591 0.01 -0.01 -0.02
H -8.7188 -2.1177 2.3184 -0.01 -0.01 0.00
H 3.3158 -1.0421 -7.2769 0.01 -0.01 0.00
C 2.3079 3.7578 7.0648 0.01 0.01 0.03
H 2.5405 6.4761 6.2425 -0.02 0.00 -0.01
C -3.9958 2.0059 -1.1334 -0.33 0.16 -0.03
C -1.3723 -1.7879 -0.5959 0.34 0.21 0.22
C -7.8499 -2.0497 2.9797 0.00 0.02 0.01
F 5.9993 -0.4666 -3.3046 -0.12 -0.20 0.18
H 2.9682 0.1717 2.4810 0.02 0.03 -0.08
F -4.4753 0.5324 0.6097 -0.22 -0.03 0.07
H 3.0828 1.9421 2.2300 0.08 -0.20 -0.13
C 1.5991 5.0260 7.5440 -0.02 0.00 -0.03
H 0.9306 4.7890 4.8014 -0.02 0.00 0.01
H 4.2175 7.3217 7.8742 0.00 0.01 0.02
C -8.1131 -4.5052 3.6346 0.03 0.04 0.05
C -8.0104 -3.0602 4.1143 -0.04 -0.05 -0.03
H 4.1126 -2.1688 -3.7110 0.20 0.05 0.05
F -4.0153 2.7469 -3.8724 -0.01 -0.54 -0.34
H -8.2524 -5.1863 4.4743 -0.01 -0.01 -0.01
C 1.2428 -2.3125 -5.8078 -0.15 0.01 0.07
F 7.3393 -0.4921 -0.3206 -0.12 0.21 -0.04
C 1.1894 -2.1418 -0.5718 0.54 -0.45 0.04
C -5.0391 -0.8380 3.6223 0.04 -0.14 0.09
H -1.6757 -4.4310 -2.5408 0.09 0.08 -0.04
H 0.2447 -2.3983 -5.3678 0.02 0.02 0.01
H 1.7930 -0.5906 -1.8896 0.14 -0.02 -0.05
C -5.2782 -2.1736 2.9241 0.04 0.08 -0.05
Cl -3.5087 -3.0795 -1.2521 -0.10 -0.01 0.06
H 1.6600 2.8992 7.2693 0.00 -0.01 -0.01
N -1.8243 -2.9035 -1.1798 0.07 0.15 -0.02
H 1.8572 -1.9348 0.2650 -0.08 0.00 0.02
H 3.4482 -3.4793 -7.0578 -0.01 -0.01 0.01
H 0.7819 3.0302 4.8212 -0.03 0.03 0.01
H -5.2478 -2.9824 3.6585 -0.01 -0.02 -0.01
H 3.2283 2.8314 5.3678 0.02 0.01 -0.01
H 0.1859 -5.6449 -1.0932 0.00 0.03 0.02
C 3.1735 -1.6626 -8.1675 -0.02 0.01 0.03
H 3.2122 3.5977 7.6569 0.00 0.01 0.01
C 1.4771 3.8579 4.6527 0.10 0.00 -0.03
C 2.2363 -0.9374 -9.1323 0.03 -0.02 -0.05
C -3.2111 3.2200 -1.6958 -0.02 -0.31 0.00
H 1.0849 -4.1586 -6.8931 -0.02 0.00 0.00
H -5.8106 -0.6190 4.3611 -0.01 -0.03 0.00
H 1.4075 -1.0904 -11.1308 0.01 0.00 -0.01
C 1.0723 1.1657 1.9824 -0.03 0.45 -0.13
N -0.0953 -0.1939 0.2313 -0.56 -0.11 0.29
H 3.5677 6.2611 9.1234 0.01 -0.02 0.01
H -7.2130 -4.8214 3.1044 0.00 0.00 -0.01
F -2.8703 4.5408 -3.5839 0.56 0.45 -0.30
H 1.2860 -2.0358 -2.7390 0.13 -0.12 0.02
C 6.4955 0.5344 -0.5613 0.10 -0.08 -0.07
F -3.6580 0.9115 -1.8341 0.00 0.04 0.07
H 0.7437 2.2068 1.9251 -0.07 -0.15 0.07
C 2.3755 6.3216 7.3127 0.04 0.00 0.06
H 2.7159 -3.7216 -8.6221 0.00 0.00 -0.01
H 4.1610 -1.7494 -8.6293 0.00 0.01 -0.01
H 1.9661 -2.6759 -5.0705 0.05 -0.02 -0.04
C 3.9506 -1.4878 -2.8714 0.00 -0.04 -0.07
C 1.0889 0.6047 0.5581 0.27 0.04 -0.10
H 1.2581 -0.7870 -8.6659 0.00 0.01 0.02
F -4.3927 2.6406 1.1226 -0.15 0.33 0.19
H 0.6221 5.1055 7.0590 0.00 -0.01 0.00
C 3.7122 6.3712 8.0471 -0.03 0.02 -0.06
C -3.7712 3.7498 -3.0459 0.23 -0.31 0.32
Cl 1.2665 1.8688 -0.6811 0.10 0.12 -0.12
H 1.3931 4.9219 8.6132 0.00 0.01 0.01
H 4.3863 5.5792 7.7170 0.00 -0.01 0.01
C -6.5863 -2.2281 2.1363 0.00 -0.01 -0.03
H 1.9657 -0.0225 0.4242 -0.15 -0.14 0.06
H 3.0201 -1.7819 -10.9693 0.01 -0.03 0.00
F 7.0651 1.3660 -1.4612 -0.09 -0.15 0.16
H 1.7913 3.8316 3.6067 -0.02 0.01 -0.01
O -2.3074 1.1213 2.5069 -0.02 -0.01 -0.39
H -5.0271 -0.0226 2.9024 -0.05 0.08 -0.01
C 2.0597 -1.6568 -10.4662 -0.03 0.04 0.05
F 4.4910 1.0461 -1.6965 0.10 -0.36 0.24
H -4.0799 -0.8348 4.1421 0.00 0.02 0.01
N -2.1840 -0.8151 -0.1400 0.07 -0.19 -0.04
H 2.3539 1.3012 3.6838 0.08 -0.02 -0.06
F -1.7651 -6.0253 -0.7616 0.31 0.35 0.00
H -8.9128 -2.8069 4.6751 0.01 0.00 0.02
H -6.6377 -3.1793 1.5986 -0.01 0.00 0.01
H 0.3266 0.6479 2.5891 0.16 -0.23 -0.02
H 1.6163 -2.6455 -10.3394 0.00 -0.01 0.00
O -1.4233 2.7400 0.8224 0.06 -0.28 -0.06
H 1.4353 -1.2512 -5.9744 0.01 0.00 0.00
F -4.8751 4.4229 -2.8551 -0.79 0.49 0.22
C 5.2959 -1.0609 -2.3037 0.25 0.01 0.10
C 2.6822 3.7551 5.5837 -0.06 -0.06 -0.02
C -1.0456 -3.9942 -1.7643 -0.18 -0.30 -0.13
F 6.0343 0.4697 1.7720 0.12 0.23 -0.23
H 3.3768 4.5710 5.3693 0.01 0.01 0.01
F -5.3161 2.2414 -1.2989 0.20 -0.11 0.02
C 2.7118 -3.0611 -7.7524 0.01 0.02 -0.02
F -3.2352 4.2170 -0.8116 0.02 0.22 0.14
H 1.7559 7.1577 7.6449 0.00 0.01 -0.02


Entry 2:
126
Properties=species:S:1:pos:R:3:forces:R:3 method="wB97M-V/def2-TZVPD" energy_ha=-4969.5707 homo_energy_ha=-0.362 orbital_gap_ev=9.58 smiles="O=[N+]([O-])c1ccccc1.O=[N+]([O-])c1ccccc1.O=[N+]([O-])c1ccccc1.CCOS(C)(=O)=O.CCOS(C)(=O)=O.CCOS(C)(=O)=O.CCOS(C)(=O)=O.COC(=O)OC.COC(=O)OC" total_charge=0
O 1.7968 3.4197 6.0188 -0.64 0.27 0.49
O 2.8797 -2.2561 6.4861 0.31 0.35 0.07
H 2.6306 -3.0342 1.3886 -0.02 0.09 -0.07
H 0.2688 -1.8600 -2.1895 -0.01 -0.15 0.06
H -2.1045 9.2879 -0.4858 0.12 -0.34 -0.31
H 6.0949 -2.1573 0.5510 0.13 -0.04 -0.02
C -0.0569 -1.0360 -10.0628 -0.42 -0.60 -0.77
C 7.0156 2.0891 -0.9368 -0.63 0.27 -0.46
O -5.8017 -7.4467 1.2160 0.23 -0.57 1.14
H 5.1260 0.5146 4.7005 -0.34 -0.08 0.15
C 4.9266 -0.7823 -0.5818 0.24 -1.00 -0.58
H 1.7479 -1.6285 1.9643 -0.11 0.00 0.07
H -2.0442 0.8104 -3.0874 -0.06 -0.08 -0.06
C 1.3199 2.3769 -0.2120 0.74 0.11 -0.09
C -0.9462 -1.1380 -7.9058 -0.16 -0.66 -0.45
H 6.5857 -0.4561 0.7189 -0.01 -0.29 0.21
H 0.5844 -1.6840 -10.6564 0.09 -0.03 0.14
C 3.3950 4.3094 4.1417 0.25 -0.30 -0.87
C -2.5197 -3.8935 4.4986 -0.47 -1.02 0.39
C 0.4028 0.3347 -0.7060 0.07 0.14 -0.10
O 4.9888 0.4559 -1.3364 -0.02 0.01 0.54
S 5.2988 1.8017 -0.5688 0.87 0.67 -0.49
H -3.7580 5.0425 -5.1486 0.37 0.30 0.24
H 7.0585 2.5558 -1.9183 0.03 -0.23 -0.13
C -4.8716 -5.1115 -1.4982 -0.60 1.36 0.43
O 1.4229 -0.2218 -0.4038 0.59 -0.33 0.18
H -3.7420 -3.4702 -2.2917 -0.17 0.13 0.10
C 6.2547 -1.2242 0.0140 -0.09 0.95 0.35
N -3.0801 -1.7534 5.5516 0.29 -0.02 1.00
O 0.8283 6.8780 -0.7110 0.03 0.20 -0.26
O -1.9505 -0.5816 -8.2444 -0.25 0.56 0.15
H -3.2262 8.1776 3.4598 -0.25 -0.05 -0.10
C -1.0360 6.6572 1.3783 0.65 0.49 -0.19
O 3.0108 1.8142 4.7711 0.16 0.11 0.39
H 4.1222 -0.7551 0.1513 0.09 0.32 0.04
C -2.7273 7.9387 2.5309 0.34 0.18 0.05
C -1.4967 -1.1690 -5.6341 -1.25 -0.46 0.46
S -6.0132 -6.9605 -0.0849 0.49 0.50 -1.76
C 3.5803 1.3461 3.5502 -0.72 -0.55 -1.68
C -3.3698 4.1684 -4.6490 -0.85 -0.42 -0.79
S 2.1586 3.1442 4.6808 1.30 -0.32 -0.73
O -0.6932 -1.6347 -6.6973 1.06 0.30 0.14
O 5.2134 1.6471 0.8483 -0.41 -0.52 0.45
H 3.4184 4.2629 3.0515 -0.37 0.29 0.03
H 4.0490 2.1382 2.9645 0.20 0.12 0.40
H -0.1232 -2.1459 -0.4806 -0.08 -0.10 -0.09
N -1.0824 5.0296 -4.5421 0.33 0.90 -0.36
H 4.0696 -0.7203 4.0776 -0.17 -0.09 -0.29
C -2.0066 -2.6168 2.0958 -1.33 0.21 -0.13
O -0.8032 7.5695 -1.9698 0.45 0.24 -0.48
H 0.2481 -0.0075 -10.2427 -0.07 0.12 0.46
H 7.3373 2.8378 -0.2185 0.23 -0.27 0.22
H -4.4573 1.1366 -3.6241 -0.08 0.07 -0.14
C 1.5132 -3.3798 3.1946 -0.91 0.69 -0.15
H 2.0278 2.4161 -1.0401 -0.02 -0.17 0.01
C -3.7872 -4.0646 -1.3780 1.55 -0.79 -0.34
H 0.8871 -2.9256 1.1581 -0.08 -0.21 0.18
H 4.3195 -4.1259 5.2246 0.15 -0.39 -0.26
H -2.2630 -5.7256 3.3277 -0.08 -0.02 0.54
H 3.1496 5.3078 4.4828 0.01 0.00 0.13
C -3.7522 1.9287 -3.8557 -0.07 -0.69 0.51
H -2.6331 -4.4165 5.4388 -0.18 0.31 0.10
C -2.2995 -4.6454 3.3604 0.82 0.30 -0.90
O 0.1582 1.6283 -0.5983 -0.28 0.08 -0.14
H -0.2076 5.9637 1.4274 -0.21 -0.27 -0.16
O -4.7284 -6.0409 -0.4135 -0.34 -0.24 0.06
H 7.0609 -1.3261 -0.7117 -0.22 -0.24 -0.24
H -3.4442 9.6516 1.4401 -0.20 -0.14 0.03
O 2.2694 -2.6293 4.1724 0.51 -0.12 0.12
C -1.1736 7.4780 0.2705 0.15 0.29 0.35
H -4.8405 -5.5900 -2.4791 0.20 -0.27 0.14
H 2.7718 0.9916 2.8990 -0.08 0.07 0.17
H -1.0394 -1.4233 -4.6804 0.48 -0.03 -0.23
C 3.3829 -4.5979 5.5039 -0.44 0.81 0.93
C -1.7963 6.9171 2.5068 0.27 -0.65 -0.11
H -1.7164 -0.1042 -5.6464 0.19 0.05 -0.34
O -7.1881 -6.2328 -0.4389 -0.30 0.04 0.14
H -1.4321 -2.1126 -1.7125 -0.11 0.12 0.05
C -2.0105 -4.0027 2.1557 0.44 -0.06 0.32
O 1.2365 2.9875 3.5990 -0.55 0.24 0.19
S 2.2601 -3.2212 5.6537 0.00 -0.17 -0.73
C -0.4758 -1.7003 -1.4083 0.41 0.24 -0.06
H 1.7916 1.8811 0.6329 0.02 0.23 0.10
H -2.4399 -1.7228 -5.6614 -0.13 0.25 -0.02
O 4.5476 2.8201 -1.2157 -0.38 0.16 -0.15
O -2.9915 -2.2810 6.6479 -0.12 0.01 -0.39
O -1.4966 6.0894 -4.9706 -0.29 -0.13 -0.11
H -5.8408 -4.6180 -1.4008 -0.04 -0.20 -0.08
O -3.4768 -0.6262 5.3628 -0.14 0.24 -0.18
H -1.5708 6.2969 3.3613 -0.31 0.07 0.26
N -0.2848 7.3222 -0.9064 -0.81 -0.75 0.83
C -2.6543 -2.5265 4.3947 0.48 -0.25 -0.31
C -2.3929 -1.8804 3.2090 -0.15 0.34 -0.31
C -5.7660 -8.2333 -1.3150 0.21 0.07 1.19
H -1.0847 -1.1914 -10.3874 0.02 0.24 -0.12
C 4.5266 0.2283 3.8206 1.63 0.32 1.47
H -3.7397 -3.4264 -0.4979 -0.82 -0.02 0.07
H -2.5478 -0.8138 3.1235 0.06 0.00 0.13
H -5.2747 3.0256 -4.6731 -0.06 0.96 -0.07
O 0.0591 -1.4770 -8.7191 0.44 0.27 0.58
H 4.6454 -1.5076 -1.3479 -0.19 0.15 0.03
C -2.8440 8.7514 1.4132 0.20 0.27 0.15
H 7.5435 1.1437 -0.9215 0.27 0.10 0.24
C -1.5575 2.7595 -3.8598 0.65 -0.63 -0.26
O -0.6502 -0.2892 -1.2275 -0.78 -0.05 -0.13
H -6.0877 -7.7991 -2.2519 0.01 -0.31 -0.23
H -2.0604 -2.0814 1.1540 0.78 -0.13 -0.11
H 4.3991 3.9822 4.4047 -0.15 0.14 0.71
H 3.4386 -4.9325 6.5409 0.18 -0.26 -0.12
C -2.0525 8.5399 0.2934 -0.43 0.39 -0.03
H 5.3440 0.1567 3.1027 -0.59 -0.25 -0.64
H -4.7117 -8.4927 -1.2600 0.07 0.11 -0.32
H -2.8274 -4.6040 -1.3260 -0.07 0.09 -0.21
H -1.6873 -4.6062 1.3153 -0.36 0.08 -0.18
C -2.4160 1.7066 -3.5603 -0.05 1.18 -0.29
H 1.8209 -4.4254 3.1893 -0.05 -0.01 0.04
H 0.4655 -3.2761 3.4793 0.02 -0.41 0.12
O 0.0686 4.8529 -4.2089 0.22 -0.36 0.07
C 1.6954 -2.7112 1.8532 0.80 0.06 -0.17
H 1.0589 3.4036 0.0166 -0.51 -0.13 0.13
C -4.2298 3.1161 -4.4069 0.02 -1.35 0.20
O 0.9380 -3.6698 5.9231 -0.46 -0.44 0.21
H -0.4816 2.6770 -3.7781 -0.06 -0.02 0.39
C -2.0354 3.9302 -4.4034 -0.04 0.29 0.72
H -6.3107 -9.1136 -0.9811 -0.37 0.11 -0.31
H 2.9975 -5.3829 4.8683 0.11 0.01 -0.21